# C23H18N7O2PPt

A molecular structure, C23H18N7O2PPt (wB97M-V/def2-TZVPD, the Open Molecules 2025 dataset).

Its multiplicity is 1. For the relative energy (zero: lowest compared OMol25 entry of this formula, charge and spin), the calculation gives 0.0 kcal/mol. The calculation puts the LUMO energy at -8.38 eV. For the HOMO energy, the calculation gives -14.98 eV. The value obtained for the energy is -51187.6773 eV. As for the net charge: +2.

```
52
Properties=species:S:1:pos:R:3:mulliken_charge:R:1
Pt -0.023 -1.136 -1.435 1.543
O 3.127 0.739 -2.033 -0.477
C 2.725 -0.090 -1.278 -0.082
O 1.945 -1.137 -1.644 -0.649
C 3.118 -0.167 0.168 0.645
C 4.380 0.239 0.564 -0.707
C 4.783 0.067 1.882 -0.571
C 3.923 -0.492 2.820 -0.812
C 2.639 -0.860 2.452 -0.207
C 2.245 -0.702 1.121 0.407
P 0.549 -1.064 0.761 1.340
C -0.555 -0.035 1.656 1.191
C -1.947 -0.232 1.592 -0.747
C -2.788 0.644 2.243 -1.040
C -2.259 1.725 2.946 -0.541
C -0.888 1.937 2.997 -0.853
C -0.029 1.068 2.348 -0.719
C 0.030 -2.750 0.510 0.771
C -1.054 -3.319 1.194 -0.628
C -1.581 -4.508 0.742 -0.704
C -1.087 -5.123 -0.419 -0.602
C -0.019 -4.582 -1.096 -0.930
C 0.575 -3.395 -0.640 -0.280
H 5.047 0.665 -0.174 0.530
H 5.779 0.364 2.180 0.447
H 4.247 -0.631 3.842 0.450
H 1.959 -1.259 3.196 0.498
H -2.363 -1.048 1.018 0.630
H -3.859 0.500 2.198 0.452
H -2.927 2.412 3.450 0.443
H -0.486 2.782 3.538 0.462
H 1.037 1.245 2.379 0.403
H -1.457 -2.844 2.077 0.607
H -2.390 -4.974 1.289 0.451
H -1.531 -6.049 -0.760 0.460
H 0.400 -5.085 -1.957 0.474
H 1.528 -3.083 -1.052 0.489
N 0.063 4.996 -3.843 -0.351
C -0.582 4.012 -3.228 0.663
N -1.818 4.195 -2.795 -0.239
N 0.118 2.876 -3.090 -0.552
C -0.101 1.766 -2.557 0.823
N -0.084 0.676 -2.131 -0.948
H -0.370 5.882 -4.040 0.206
H 0.998 4.828 -4.175 0.249
H -2.294 5.066 -2.966 0.223
H -2.395 3.457 -2.401 0.095
N -3.742 2.555 -1.036 -0.634
C -3.822 1.468 -1.418 0.622
N -3.870 0.219 -1.846 -0.620
C -2.899 -0.536 -1.655 0.864
N -1.997 -1.284 -1.491 -0.548
```

---

# C23H19AlBrF5N4OSTe2

A molecular structure, C23H19AlBrF5N4OSTe2 (wB97M-V/def2-TZVPD, the Open Molecules 2025 dataset).

Its multiplicity is 1. For the relative energy (zero: lowest compared OMol25 entry of this formula, charge and spin), the calculation gives 0.0 kcal/mol. The calculation puts the LUMO energy at -6.47 eV. For the HOMO energy, the calculation gives -14.02 eV. The value obtained for the energy is -147808.3323 eV. As for the net charge: +2.

```
57
Properties=species:S:1:pos:R:3:mulliken_charge:R:1
Al -0.104 -0.315 -0.287 -0.227
N 3.466 1.456 0.159 0.028
C 4.080 0.256 -0.114 0.528
C 5.418 -0.111 -0.117 -1.171
C 5.707 -1.411 -0.474 -0.574
C 4.693 -2.306 -0.826 -0.810
C 3.361 -1.948 -0.821 -0.615
C 3.042 -0.648 -0.438 0.828
N 1.838 0.025 -0.330 0.017
C 2.145 1.283 0.013 0.348
C 1.096 2.262 0.075 -0.376
C 1.083 3.616 0.285 -0.169
S -0.509 4.223 0.131 -0.057
C -1.070 2.652 -0.207 -0.111
N -0.132 1.738 -0.213 0.134
H 3.947 2.310 0.397 0.240
H 6.195 0.594 0.125 0.458
H 6.733 -1.740 -0.498 0.431
H 4.970 -3.307 -1.113 0.473
H 2.606 -2.648 -1.134 0.602
H 1.908 4.264 0.505 0.432
H -2.101 2.432 -0.432 0.447
C 0.250 -0.038 5.178 -1.050
Te 0.881 -0.042 3.122 0.664
C 1.301 -2.116 3.452 -1.015
C 1.267 -2.319 4.949 0.623
C 1.671 -3.531 5.493 -0.638
C 1.608 -3.731 6.862 -0.628
C 1.158 -2.718 7.693 -0.607
C 0.738 -1.513 7.156 -0.814
C 0.775 -1.316 5.780 0.438
H -0.842 0.035 5.242 0.438
H 0.684 0.860 5.629 0.684
H 2.267 -2.410 3.034 0.759
H 0.496 -2.685 2.971 0.428
H 2.033 -4.314 4.843 0.472
H 1.926 -4.675 7.278 0.429
H 1.136 -2.864 8.762 0.420
H 0.382 -0.725 7.801 0.491
F -1.009 1.345 3.011 -0.653
Te -2.233 -0.126 1.807 1.259
F -1.570 -1.071 3.373 -0.395
F -2.309 -1.933 1.169 -0.436
F -3.850 -0.676 2.745 -0.434
F -1.747 -0.144 -0.712 -0.529
O -0.190 -0.489 1.460 0.647
Br -1.455 -6.713 -0.940 -0.062
C -0.941 -4.914 -0.888 0.065
C -1.529 -3.968 -1.730 -0.701
C -1.113 -2.657 -1.654 -0.241
N -0.179 -2.234 -0.786 0.700
C 0.384 -3.148 0.019 -0.516
C 0.044 -4.479 0.005 -1.133
H -2.311 -4.254 -2.418 0.471
H -1.552 -1.908 -2.299 0.505
H 1.137 -2.776 0.703 0.959
H 0.517 -5.176 0.679 0.541
```

---

# C23H19AsN3O2S4W

A molecular structure, C23H19AsN3O2S4W (wB97M-V/def2-TZVPD, the Open Molecules 2025 dataset).

Its multiplicity is 3. For the relative energy (zero: lowest compared OMol25 entry of this formula, charge and spin), the calculation gives 13.2 kcal/mol. The calculation puts the LUMO energy (spin up / spin down) at -4.31 / -5.03 eV. For the HOMO energy (spin up / spin down), the calculation gives -10.60 / -10.89 eV. The value obtained for the energy is -138726.0049 eV. As for the net charge: +1.

```
53
Properties=species:S:1:pos:R:3:mulliken_spin:R:1
W -0.218 1.205 -0.604 1.646
C 2.215 -1.987 -2.786 0.000
O 2.888 -1.607 -1.518 0.022
C 2.044 -0.796 -0.928 0.035
N 0.967 -0.443 -1.531 -0.061
C 0.958 -1.080 -2.856 0.013
C -0.321 -1.817 -3.149 0.002
C -0.575 -2.193 -4.465 -0.004
C -1.732 -2.883 -4.786 0.001
C -2.653 -3.197 -3.793 0.000
C -2.403 -2.827 -2.483 0.029
C -1.237 -2.144 -2.159 0.066
C 2.227 -0.306 0.461 0.087
C 3.250 -0.524 1.365 -0.015
C 3.098 -0.019 2.658 0.040
C 1.906 0.596 3.042 -0.018
C 0.923 0.734 2.081 0.032
N 1.129 0.367 0.816 0.002
C -0.513 1.088 2.233 0.077
N -1.305 0.828 1.248 -0.028
C -2.687 1.025 1.783 -0.003
C -2.415 1.889 3.019 -0.003
O -1.006 1.562 3.351 0.021
C -3.691 1.508 0.780 0.019
C -3.714 0.943 -0.488 0.001
C -4.637 1.366 -1.429 0.028
C -5.564 2.345 -1.096 -0.001
C -5.565 2.889 0.179 0.001
C -4.629 2.474 1.116 -0.002
H 1.970 -3.043 -2.695 0.000
H 2.932 -1.824 -3.585 0.001
H 1.085 -0.277 -3.588 -0.001
H 0.124 -1.928 -5.250 0.000
H -1.921 -3.166 -5.812 0.000
H -3.560 -3.729 -4.046 0.000
H -3.113 -3.075 -1.705 0.001
H -1.041 -1.887 -1.122 -0.068
H 4.135 -1.072 1.075 0.000
H 3.892 -0.148 3.380 0.001
H 1.744 0.928 4.057 0.000
H -2.992 0.027 2.121 0.003
H -3.008 1.625 3.888 0.001
H -2.452 2.961 2.825 0.000
H -3.012 0.159 -0.767 -0.013
H -4.627 0.936 -2.421 0.001
H -6.285 2.681 -1.828 0.000
H -6.290 3.646 0.445 0.000
H -4.644 2.922 2.102 0.000
S 0.026 5.143 -3.277 0.079
As -0.087 3.523 -2.081 0.063
S 1.705 2.561 -1.239 -0.027
S -0.966 1.616 -2.823 -0.066
S -1.143 3.437 -0.173 0.037
```

---

# C23H19BBr2CoF4N2P

A molecular structure, C23H19BBr2CoF4N2P (wB97M-V/def2-TZVPD, the Open Molecules 2025 dataset).

Its multiplicity is 2. For the relative energy (zero: lowest compared OMol25 entry of this formula, charge and spin), the calculation gives 0.0 kcal/mol. The calculation puts the LUMO energy (spin up / spin down) at -4.15 / -4.07 eV. For the HOMO energy (spin up / spin down), the calculation gives -12.15 / -12.22 eV. The value obtained for the energy is -225688.8955 eV. As for the net charge: +1.

```
53
Properties=species:S:1:pos:R:3:mulliken_spin:R:1
Co -0.976 1.574 0.066 1.033
Br -1.669 -1.231 5.933 0.000
C -1.480 -0.386 4.276 -0.001
C -0.912 0.878 4.197 0.000
C -0.781 1.452 2.950 -0.012
N -1.180 0.838 1.833 -0.045
C -1.759 -0.373 1.913 0.004
C -1.918 -1.019 3.124 0.001
C -2.220 -0.911 0.613 -0.005
C -2.739 -2.177 0.437 0.002
C -3.123 -2.554 -0.843 -0.001
Br -3.795 -4.276 -1.136 0.000
C -2.998 -1.663 -1.895 0.002
C -2.458 -0.415 -1.631 0.006
N -2.075 -0.054 -0.410 0.033
H -0.582 1.405 5.080 0.000
H -0.347 2.437 2.830 0.014
H -2.383 -1.991 3.181 0.000
H -2.832 -2.872 1.259 -0.001
H -3.305 -1.927 -2.896 0.000
H -2.331 0.324 -2.412 0.000
F -2.595 3.232 0.283 0.005
B -2.540 3.436 -1.107 0.001
F -1.112 2.793 -1.333 -0.003
F -2.439 4.702 -1.529 0.000
F -3.373 2.611 -1.799 0.000
C 2.315 1.613 1.245 0.005
P 1.213 0.923 -0.023 -0.027
C 2.094 1.155 -1.580 -0.010
C 1.703 2.148 -2.476 0.013
C 2.436 2.350 -3.639 0.001
C 3.547 1.568 -3.908 0.000
C 3.937 0.575 -3.016 -0.001
C 3.215 0.369 -1.855 0.001
C 1.160 -0.866 0.261 0.002
C 0.778 -1.700 -0.792 -0.008
C 0.593 -3.056 -0.577 0.003
C 0.782 -3.592 0.692 -0.004
C 1.168 -2.770 1.741 0.001
C 1.357 -1.410 1.527 -0.006
H 3.284 1.113 1.218 0.004
H 1.890 1.519 2.243 0.000
H 2.459 2.671 1.024 -0.003
H 0.834 2.758 -2.277 -0.002
H 2.131 3.122 -4.333 0.000
H 4.113 1.728 -4.816 0.000
H 4.804 -0.036 -3.228 0.000
H 3.518 -0.411 -1.165 0.000
H 0.640 -1.289 -1.786 0.000
H 0.309 -3.698 -1.401 0.000
H 0.643 -4.652 0.858 0.000
H 1.335 -3.186 2.726 0.000
H 1.664 -0.783 2.356 0.000
```

---

Question: Which value of relative energy (zero: lowest compared OMol25 entry of this formula, charge and spin) does entry 2 give?
Answer: 0.0 kcal/mol